91
Properties=species:S:1:pos:R:3:lowdin_spin:R:1 method="wB97M-V/def2-TZVPD" s_squared=0.79 total_charge=+1 homo_lumo_gap_ev="7.0 / 6.5" max_force_ev_per_a=0.711 multiplicity=2 energy_ha=-2916.5135 lumo_ev="-3.971 / -4.878" relative_energy_kj_mol=103.5
C 1.52133 3.69948 3.58254 0.00
Pd 0.33232 -0.22759 -0.26421 0.00
N 2.24470 0.31796 -0.07756 0.01
H 0.75152 -6.38382 -3.39151 0.01
C 1.26735 -4.18072 2.86313 0.00
H -3.07620 -4.20744 -1.02879 0.00
C -3.56328 -3.50410 -1.69074 0.00
C 0.91090 -3.26235 -1.10678 0.04
C 2.36882 4.07678 4.58848 0.00
C -0.43265 -1.05537 2.86799 0.00
H -5.28023 -0.95764 -4.02522 0.00
H 0.06893 -4.22202 1.08414 0.00
H 2.22810 -2.12247 -3.78860 0.00
N 2.66004 1.16890 0.88351 0.00
C 0.11353 3.72797 0.76261 0.00
H 2.54806 -6.19195 -1.70383 0.00
N 2.14842 2.74859 2.83700 0.00
C 2.50866 -1.95902 1.73194 0.04
O -3.41279 -0.92147 0.86745 0.00
H 0.46434 2.36197 -4.61443 0.00
N 1.01474 -2.21162 -0.23974 0.42
H -4.39748 -5.00452 -2.96750 0.00
N 0.15965 -0.31234 1.94330 0.00
H 2.18990 4.81621 5.34892 0.00
H -0.90692 -4.58072 -3.63278 0.00
H -5.07181 -3.50570 -5.73132 0.00
H 5.44655 0.45781 -0.64504 0.00
H -6.55451 -2.87310 -5.02803 0.00
H 2.18285 2.02351 -4.37329 0.00
C 0.80470 -5.51108 -2.75441 0.13
C 0.88805 -3.74832 1.60487 0.06
C -0.09878 -0.58622 4.14158 0.00
H 1.21537 1.16146 4.60314 0.00
C -0.97047 3.75915 -0.09140 0.00
C 1.80667 -5.41047 -1.80010 -0.01
C 4.43524 0.55547 -0.29328 0.00
O -1.74520 -2.68931 0.43344 0.00
H -1.40069 0.38447 -4.98678 0.00
N 3.37340 2.47402 3.36104 0.00
H -0.60102 -0.90762 -5.87160 0.00
H -0.77932 -2.56025 -2.20136 0.00
B 1.57691 1.78314 1.83373 0.00
C -0.06288 -3.35542 -2.10382 0.10
H 3.18245 -0.76353 -1.60560 0.00
H 2.64486 -4.22308 -0.23964 0.00
H 4.51104 1.96477 1.45316 0.00
C 2.26505 -3.51331 3.55681 0.06
C 1.85831 -4.31466 -0.97527 0.11
H -1.89666 1.99140 -1.12203 0.00
H -6.05434 -4.53371 -4.69217 0.00
C -3.45289 -2.14497 -1.44874 0.00
N 0.54275 2.46087 0.87882 0.00
C 0.52129 0.50259 -2.24200 0.00
S -2.53488 -1.58165 -0.04934 0.00
C -4.06974 -1.22313 -2.28590 0.00
H 1.26121 1.26995 -2.02249 0.00
O -1.60514 -0.54524 -0.70963 0.00
H 3.01782 -1.11137 1.31116 0.00
H 4.42376 3.25575 4.97225 0.00
H -1.55530 4.61562 -0.37441 0.00
H 2.33621 -1.42748 -5.39728 0.00
N -0.23205 1.67916 0.09812 -0.01
H -0.42100 -0.97649 5.09031 0.00
C -0.12410 -4.48695 -2.89788 0.00
C -4.91833 -3.03813 -3.64102 0.00
N 0.86318 0.64659 2.58252 0.00
H -1.06030 -1.88022 2.57290 0.00
C 1.50262 -2.62768 1.02783 0.03
H 0.50746 4.00507 3.38857 0.00
C -1.15410 2.43793 -0.48320 0.00
C 1.25297 1.62635 -4.78487 0.00
H 0.76927 -5.03270 3.30593 0.00
C 3.98529 1.32953 0.76394 0.00
H 3.19280 -0.66530 -4.07014 0.00
H 1.38251 1.52960 -5.86589 0.00
C 2.88468 -2.40932 2.98330 0.00
H -1.42234 -1.23857 -4.35958 0.00
Si 0.81223 -0.04233 -4.04860 0.00
C -0.80417 -0.52535 -4.86738 0.00
C 3.51142 3.27661 4.39791 0.00
C 2.26724 -1.18353 -4.33457 0.00
C 0.72238 0.49444 3.91554 0.00
H -0.45304 0.98642 -2.30416 0.00
H 0.59894 4.52744 1.29319 0.00
H 2.55962 -3.84839 4.54227 0.00
H 3.67152 -1.89076 3.51476 0.00
C -5.69611 -3.51546 -4.83532 0.00
C -4.79368 -1.67391 -3.37422 0.00
H -3.98892 -0.16354 -2.08044 0.00
C 3.30097 -0.06703 -0.79284 0.00
C -4.29795 -3.94143 -2.78395 0.00

---

83
Properties=species:S:1:pos:R:3:mulliken_charge:R:1 method="wB97M-V/def2-TZVPD" total_charge=+2 homo_lumo_gap_ev=7.5 max_force_ev_per_a=0.362 energy_ha=-1955.1569 lumo_ev=-5.305
H 1.51946 1.64889 2.59479 0.34
H -3.28416 3.11025 0.13147 0.48
C 2.46907 3.10354 -2.14638 0.06
C -2.85782 -1.26164 0.57441 -0.16
H 2.74845 -5.34095 -0.62146 0.48
H 2.46449 2.36423 1.26295 0.23
C -0.72983 -1.34853 -3.16971 -1.07
C 2.39304 4.20385 -2.97759 -1.00
C 2.05546 -0.81602 2.13852 -0.04
H -1.33937 3.97392 1.29769 0.41
C -4.22265 -1.45426 0.57250 -1.11
C 1.67354 -1.30799 -2.65984 -1.38
H -0.22705 0.58652 -4.52861 0.55
C 0.69419 0.44101 -3.96631 -1.95
C 3.07592 -1.62271 2.61304 -0.35
H 3.01933 3.16285 -1.21322 0.30
C 2.38660 1.52001 1.94890 -1.31
C 0.46450 -3.07247 0.35431 -0.60
C 1.17880 -4.25155 0.36424 -0.98
H -3.96934 2.46600 4.69867 0.46
H 0.97095 -5.00367 1.11124 0.55
H -0.69251 -0.27200 4.67398 0.70
H 0.11124 2.96727 1.39340 0.30
H 3.36776 0.77886 -0.51572 -0.17
C -2.04821 -0.57242 -2.98607 -0.84
C -2.33863 1.06847 4.82550 -0.93
H 3.48657 -0.93383 -0.04602 0.53
H 1.97329 -1.85437 -3.56422 0.81
C -0.79687 3.15506 0.81969 -1.14
H 3.60933 -3.23903 3.90832 0.48
N 2.27466 0.25591 1.19486 1.50
H -4.73451 -1.69555 1.49320 0.54
C 2.15394 -4.43735 -0.60300 -0.84
H 1.40801 0.02107 -4.68839 0.45
C 2.80378 -2.61736 3.54171 -0.87
C -2.80197 -0.85843 -1.70836 0.78
C 1.23405 1.79837 -3.56522 1.01
C 1.50828 -2.79516 3.99747 -1.34
Bi -0.01744 0.22536 -0.12922 1.79
H -2.71638 -0.82177 -3.80808 0.46
N 0.69271 -2.09379 -0.53085 1.19
C 3.44516 0.08834 0.32535 -1.20
H 0.55059 2.71611 -5.38273 0.48
N 0.45810 -0.53007 -2.88669 1.01
H 2.47104 -0.59328 -2.43432 0.41
H -0.53306 -2.17420 3.85467 0.61
H -2.44816 0.90424 5.88915 0.46
C -4.17927 -1.04432 -1.77433 -1.17
H -3.50509 1.35869 -0.00560 0.47
H -0.52663 3.45770 -0.19353 0.40
H 1.57515 4.91629 -4.83548 0.45
C -4.90511 -1.31459 -0.62728 -0.69
C -2.78513 2.16808 -0.10756 -1.25
H 4.38102 0.30099 0.85052 0.45
C 0.73786 -0.98721 2.59247 -1.14
N -1.62529 1.93254 0.76802 1.21
H -0.68420 -1.75317 -4.18869 0.45
H 4.09340 -1.47294 2.27494 0.46
N 1.89633 1.92502 -2.41479 0.23
C -3.18206 1.95016 4.16729 -1.10
C -1.97099 1.53449 2.12444 0.01
H 3.27893 1.50795 2.58161 0.38
H 2.88191 5.12965 -2.70915 0.45
N -2.16144 -0.93120 -0.52605 0.52
C 0.48068 -1.99367 3.52091 0.22
H -3.57290 2.94659 2.32382 0.42
C 1.56245 -2.30876 -1.53555 0.44
H 1.29239 -3.56670 4.72499 0.44
H -2.45047 2.22980 -1.14661 0.14
C -2.96765 2.20070 2.82466 -0.81
C 1.09821 2.85729 -4.45941 -1.13
C 1.67555 4.07798 -4.15912 -0.45
H -0.73617 -2.20399 -2.49808 0.60
N -0.26260 -0.18599 1.99308 1.00
H -1.85799 0.50416 -3.05424 0.24
H -4.67702 -0.97618 -2.73213 0.52
C 2.31434 -3.47358 -1.58521 -0.96
H -5.97968 -1.43204 -0.66777 0.45
H -2.28378 -1.36866 1.48273 0.41
H 3.00787 -3.62565 -2.40183 0.58
H -0.33264 -2.89659 1.05863 0.27
C -1.18068 0.55900 2.75338 0.55
C -1.35366 0.38643 4.13289 -1.15